# 1
Density functional theory data (ωB97M-V/def2-TZVPD) for a 5-piece molecular cluster, C13H22BCl16O7P2S overall in a non-equilibrium geometry.

The value obtained for the orbital gap is 7.202 eV. The HOMO energy comes out at -12.157 eV. The value obtained for the LUMO energy is -0.1821 Ha. Its energy above the lowest of the compared OMol25 structures with the same formula, charge and spin is 103.3 kcal per mole. The charge is +1.

```
62
Properties=species:S:1:pos:R:3:forces:R:3:mulliken_charge:R:1
C -1.58488 -0.00698 3.66864 -0.5 0.2 -0.3 -0.97
C -0.98033 -0.50939 2.27223 -1.7 -1.3 0.3 0.44
O 0.46587 -0.32803 2.14062 -0.4 3.7 -0.8 -0.64
B 0.72845 1.08937 1.98019 0.1 -2.6 4.6 1.41
O 0.93530 1.85066 3.16853 0.6 -1.0 -3.1 -0.86
P 0.71213 1.75712 0.17197 -1.1 1.0 -2.2 0.48
O -0.90248 1.82271 -0.39556 2.5 0.8 1.6 -0.46
C 1.70483 3.33096 -0.11564 -0.6 0.6 -1.0 -0.79
C 1.50079 4.48790 0.98368 0.2 1.1 -0.5 -0.28
C 2.92752 5.22073 1.19355 0.6 -0.7 -0.3 -0.89
C 3.80483 4.63547 2.41151 0.7 0.6 -0.3 -0.59
C 4.29402 3.11777 2.21318 0.2 0.2 0.2 0.28
O 4.70417 2.62961 3.54386 -1.4 -2.2 -0.7 -0.33
C 4.27261 1.27151 3.72903 -2.0 -2.4 2.5 0.65
C 4.86148 0.04785 2.85064 0.3 1.0 -0.9 -0.65
O 3.43878 0.94910 4.61738 3.2 2.2 -3.3 -0.49
P 1.71128 0.19817 -1.04766 2.2 -2.5 -2.2 0.46
O 1.75894 0.77863 -2.65323 -0.4 -0.7 2.5 -0.48
O 0.89141 -1.29382 -0.99735 0.6 3.9 -1.3 -0.43
S 3.58358 0.00059 -0.48560 -1.7 0.5 0.3 -0.29
H -2.00472 1.04667 3.51348 0.6 -1.3 0.5 0.23
H -2.48248 -0.66622 3.96920 1.5 1.0 -0.6 0.29
H -0.84185 0.00252 4.53253 -0.8 -0.1 -1.4 0.27
H -1.52407 0.00051 1.39554 0.8 -0.7 1.4 -0.08
H -1.18269 -1.63762 2.15064 0.5 1.8 0.2 -0.04
H 1.77985 2.35795 3.15051 -0.9 0.0 0.3 0.19
H -1.38524 2.44351 0.20209 -0.1 -0.5 -0.6 0.35
H 1.33836 3.76813 -1.12317 0.5 -1.0 1.4 0.44
H 2.80110 3.03578 -0.29400 -1.6 0.2 0.5 0.46
H 0.99674 4.15692 1.95041 0.9 0.3 -1.2 0.34
H 0.80508 5.28355 0.51804 0.9 -1.4 0.7 0.40
H 2.83309 6.37085 1.21951 0.0 -2.0 0.3 0.38
H 3.54040 4.99930 0.23558 -1.0 0.5 1.4 0.32
H 4.76918 5.27146 2.43759 -1.5 -1.0 0.1 0.35
H 3.30031 4.77293 3.44116 0.6 -0.4 -1.7 0.25
H 3.49105 2.41379 1.80411 0.8 1.0 0.4 -0.32
H 5.21236 3.00922 1.54201 -1.4 0.4 0.6 0.27
H 5.45804 0.48324 1.96220 -0.8 -0.9 1.4 0.21
H 4.01468 -0.61833 2.43829 1.2 1.3 0.8 0.13
H 5.54081 -0.63033 3.46850 -0.9 1.2 -0.6 0.36
H 2.72283 0.86624 -2.88025 -1.0 -0.2 0.4 0.36
H 0.23807 -1.22841 -1.74572 0.3 -0.6 0.8 0.29
C -2.97067 -2.68247 -0.93664 -0.3 -0.5 -0.1 0.26
Cl -2.18653 -1.08371 -0.99062 0.1 -0.3 -0.4 -0.06
Cl -2.39921 -3.57539 0.48820 -0.1 0.2 -0.3 -0.10
Cl -4.73069 -2.47473 -0.83836 0.4 0.0 0.0 -0.08
Cl -2.56147 -3.58856 -2.40689 -0.1 0.3 0.3 -0.03
C -5.37811 1.29761 1.33270 -0.3 0.1 0.1 0.24
Cl -5.18344 2.99844 1.81047 0.0 -0.2 -0.1 -0.11
Cl -6.81554 1.13114 0.30483 0.4 0.0 0.2 -0.09
Cl -3.94039 0.76746 0.42879 -0.5 0.3 0.3 0.04
Cl -5.56668 0.29199 2.78390 0.1 0.2 -0.3 -0.09
C -3.24162 -4.62072 -6.71280 -0.2 0.0 0.0 0.26
Cl -4.84941 -5.32830 -6.44455 0.0 0.9 0.2 -0.04
Cl -2.12393 -5.19471 -5.45530 -0.1 0.1 -0.2 -0.04
Cl -2.63550 -5.10621 -8.31089 0.0 0.2 0.2 -0.08
Cl -3.35540 -2.84906 -6.63853 0.0 -0.3 0.0 -0.11
C -4.06200 -9.30724 -6.31087 0.0 -0.1 -0.1 0.30
Cl -2.71282 -10.45818 -6.20525 -0.2 0.2 0.0 -0.09
Cl -3.54991 -7.87557 -7.22961 0.2 -1.2 -0.1 -0.01
Cl -5.43523 -10.07790 -7.13242 0.2 0.2 0.2 -0.09
Cl -4.55064 -8.81541 -4.67439 0.1 0.0 -0.2 -0.10
```
Positions in Å, forces in eV/Å.

---

# 2
Density functional theory data (ωB97M-V/def2-TZVPD) for a 2-piece molecular cluster, C13H22BrFNO11PS2 overall in a non-equilibrium geometry.

The value obtained for the orbital gap is 9.340 eV. The HOMO energy comes out at -9.599 eV. The structure (SMILES) is CC[C@H](Br)[C@](OC(=O)CCCCO)(C(=O)NC(=O)F)P(O)(O)=S.O=S1(=O)OCCO1. The value obtained for the LUMO energy is -0.0095 Ha.

```
52
Properties=species:S:1:pos:R:3:forces:R:3:mulliken_charge:R:1
C 4.90777 -2.13718 1.11639 -0.9 -1.2 -0.7 -1.13
C 3.87027 -1.83278 -0.11391 1.6 0.9 1.6 -0.04
C 3.07264 -0.50240 0.29027 -0.8 -0.8 -0.6 -1.08
Br 1.84399 -1.02141 1.81294 1.0 0.2 -0.4 -0.14
C 2.05788 0.04124 -0.89737 0.3 0.4 0.2 1.08
O 0.86033 0.48313 -0.21653 -1.0 -0.7 -2.8 -0.25
C -0.27535 0.55009 -1.08300 -3.0 0.7 -2.4 0.34
O -0.31634 1.09571 -2.21158 1.6 -1.8 4.2 -0.59
C -1.63514 -0.12676 -0.50591 1.1 0.7 0.5 0.17
C -2.91928 0.33644 -1.35077 0.1 0.7 0.4 -0.53
C -4.30476 -0.30241 -0.85551 -0.5 0.0 -0.6 -0.15
C -4.52658 -1.84076 -1.25778 -1.0 0.0 0.4 -0.59
O -3.48051 -2.74612 -0.81320 0.2 0.9 -1.3 -0.51
C 1.84782 -1.16049 -1.93347 -2.5 -4.3 -0.4 -0.01
O 1.12248 -2.16681 -1.66113 2.7 4.8 -0.4 -0.54
N 2.52574 -1.22758 -3.27208 2.7 -1.2 2.6 -0.12
C 3.08341 -2.60223 -3.46385 -2.6 -4.0 -2.2 0.56
O 2.41837 -3.52716 -3.95725 3.1 4.2 2.3 -0.43
F 4.45468 -2.90740 -3.13148 -2.8 1.8 -0.5 -0.22
P 2.91118 1.57804 -1.61794 2.1 1.9 -1.3 0.55
O 2.35251 1.99799 -3.18726 0.3 -0.3 2.8 -0.47
O 2.70194 2.84361 -0.48930 -1.4 -2.2 -2.3 -0.58
S 4.85457 1.31049 -1.81976 -1.1 -0.1 0.2 -0.32
H 4.28263 -2.57227 1.98581 1.2 1.0 -1.2 0.29
H 5.50960 -1.21350 1.41134 -0.8 -1.4 -0.4 0.30
H 5.56040 -3.01755 0.75327 -0.7 1.6 0.7 0.36
H 3.23063 -2.77255 -0.20460 0.6 1.6 -0.2 0.35
H 4.52133 -1.59927 -1.02315 -1.1 -0.4 1.1 0.17
H 3.73269 0.36194 0.64147 -0.9 -1.5 -0.5 0.59
H -1.74801 0.21964 0.59578 0.3 -0.9 -2.2 0.14
H -1.44661 -1.25457 -0.50103 -0.3 1.6 0.0 0.11
H -3.01083 1.48304 -1.19682 0.2 -1.8 -0.3 0.26
H -2.76652 0.20160 -2.48476 -0.2 0.0 1.8 0.29
H -4.50767 -0.15858 0.27428 0.7 -0.3 -1.8 0.02
H -5.15119 0.29370 -1.38153 1.3 -1.0 0.8 0.32
H -4.67797 -2.02043 -2.37993 0.2 0.7 1.4 0.28
H -5.50094 -2.18638 -0.73329 1.6 0.5 -0.9 0.29
H -2.80073 -2.72234 -1.53411 -0.8 -0.2 1.1 0.32
H 3.37165 -0.62358 -3.28149 -0.7 0.2 0.0 0.34
H 3.07212 2.53698 -3.59080 -0.4 -0.5 0.5 0.34
H 1.74102 3.07295 -0.47895 0.7 -0.1 0.2 0.36
O -2.85105 0.70688 2.06276 -1.0 0.5 1.0 -0.43
S -3.56264 1.31034 3.15297 0.0 0.1 0.4 0.96
O -4.91500 0.97407 3.47741 1.1 0.0 -0.4 -0.58
O -3.45046 2.92186 2.99907 0.3 -0.9 -0.1 -0.30
C -2.83995 3.47260 4.16687 -0.1 0.2 0.6 -0.34
C -1.93556 2.37368 4.70408 0.5 0.4 -0.3 -0.30
O -2.66042 1.16202 4.49374 -0.8 0.2 -0.5 -0.34
H -3.63076 3.71788 4.88133 0.1 0.0 0.0 0.29
H -2.28515 4.37750 3.91598 -0.1 -0.2 -0.2 0.32
H -1.70379 2.50506 5.76109 -0.2 -0.2 -0.1 0.32
H -1.00440 2.31405 4.13263 0.0 0.1 0.1 0.25
```
Positions in Å, forces in eV/Å.

---

# 3
Density functional theory data (ωB97M-V/def2-TZVPD) for C13H22Cl20O2 as an isolated structure in a non-equilibrium geometry.

The value obtained for the orbital gap is 10.125 eV. The HOMO energy comes out at -10.112 eV. The value obtained for the LUMO energy is 0.0005 Ha.

```
57
Properties=species:S:1:pos:R:3:forces:R:3:mulliken_charge:R:1
C -6.44112 2.81330 -4.93243 0.1 -0.8 -0.4 0.39
Cl -7.38268 2.66799 -6.42007 -0.4 1.1 -0.3 -0.11
Cl -7.41236 3.23831 -3.55494 -0.4 0.7 0.2 -0.08
Cl -5.91252 1.18429 -4.70171 0.9 -1.6 0.7 -0.11
Cl -5.00436 3.80226 -5.10121 -0.2 0.6 -0.1 -0.09
C -4.81841 5.25633 3.61535 0.8 -0.3 -0.4 0.40
Cl -4.39307 6.42044 4.84065 -0.1 -0.1 0.9 -0.10
Cl -6.32395 5.62618 2.91542 -1.8 0.6 -0.5 -0.10
Cl -3.61697 5.46753 2.34482 0.7 -0.4 -0.4 -0.11
Cl -4.90191 3.56169 4.14920 0.5 0.3 0.3 -0.09
C 2.40598 -7.62995 1.22279 2.0 0.3 0.3 0.37
Cl 2.38454 -6.45154 -0.10996 0.1 -0.5 0.3 -0.08
Cl 0.90490 -7.89571 1.89922 -2.6 -0.3 0.4 -0.07
Cl 3.04469 -9.23264 0.67664 0.2 1.0 0.2 -0.10
Cl 3.35008 -6.90968 2.63736 0.4 -0.5 -1.1 -0.12
C -1.37087 0.15473 -0.12323 1.5 0.5 -0.5 -0.31
C -0.10486 -0.47461 0.36950 0.2 -1.0 1.1 -0.46
O 0.14539 -0.09128 1.71129 0.7 0.5 0.1 -0.53
O -2.50411 -0.32204 0.54131 -0.5 -0.8 -0.2 -0.50
H -1.26732 -0.00402 -1.19662 -1.1 0.0 -0.3 0.32
H -1.30265 1.21664 0.11297 0.2 0.3 -0.4 0.26
H 0.75175 -0.30294 -0.28231 0.1 1.0 0.2 0.33
H -0.07328 -1.56416 0.37171 -0.9 -0.4 -0.3 0.28
H -0.68772 -0.15146 2.18448 -0.1 -0.1 0.1 0.32
H -3.23747 -0.31579 -0.07816 -0.1 0.0 0.1 0.29
Cl 2.82329 -1.74759 -5.77842 -0.2 -0.6 0.1 -0.21
C 3.85796 -3.18393 -6.05401 1.3 0.4 -0.8 -0.38
C 4.65114 -2.94769 -7.37978 -1.4 0.6 0.4 -0.42
Cl 6.21863 -3.67925 -7.27209 0.9 -0.7 -0.2 -0.20
H 3.35153 -4.14731 -6.11328 -0.6 0.4 0.0 0.31
H 4.56988 -3.27487 -5.23364 -0.1 0.3 0.0 0.29
H 4.81910 -1.89580 -7.61093 -0.1 0.0 0.5 0.29
H 4.06780 -3.32966 -8.21759 0.3 -0.3 0.0 0.30
Cl 6.84390 1.32277 -3.17077 0.5 0.5 0.0 -0.18
C 8.05973 1.63739 -1.85008 -1.8 -0.7 0.4 -0.41
C 7.45239 0.91144 -0.59286 1.8 -0.3 -0.7 -0.42
Cl 7.63029 -0.85855 -0.87964 0.0 -0.1 0.1 -0.18
H 8.19594 2.70927 -1.70646 -0.3 -0.1 0.0 0.30
H 8.99936 1.20565 -2.19474 -0.2 -0.2 0.4 0.30
H 6.39675 1.02538 -0.34639 0.3 0.7 -0.4 0.32
H 8.10962 1.10984 0.25377 -0.3 0.1 0.1 0.27
Cl -9.17373 -3.32225 4.57673 -0.5 -0.6 0.8 -0.19
C -8.44472 -2.24566 3.42511 0.4 -0.4 -1.9 -0.36
C -8.38333 -2.97935 2.01075 0.0 0.1 0.7 -0.46
Cl -8.10073 -1.80665 0.71831 0.2 0.4 -0.2 -0.20
H -7.46024 -1.99486 3.82008 0.1 -0.1 -0.4 0.28
H -9.01838 -1.32138 3.35633 -0.1 -0.2 -0.1 0.30
H -9.26863 -3.53030 1.69328 -0.5 0.5 0.7 0.32
H -7.62086 -3.75198 1.91181 0.4 0.4 0.5 0.32
Cl 4.89745 4.77282 3.69139 0.9 0.6 -0.2 -0.19
C 3.50080 4.04051 4.41086 -2.3 0.1 0.7 -0.41
C 2.82646 4.97130 5.50931 0.9 -1.0 -0.8 -0.43
Cl 1.26669 4.29431 6.13428 0.8 0.1 -0.3 -0.19
H 3.78014 3.05290 4.77790 -0.1 0.2 0.3 0.33
H 2.77283 3.89914 3.61200 0.0 -0.1 0.0 0.29
H 2.59161 5.95006 5.09100 0.1 -0.2 0.0 0.31
H 3.55553 5.05031 6.31573 -0.4 0.2 0.2 0.31
```
Positions in Å, forces in eV/Å.